# C5H10IN3O2

A structure of composition C5H10IN3O2 (wB97M-V/def2-TZVPD, the Open Molecules 2025 dataset).

## Properties
- Spin multiplicity: 1
- Total charge: +2
- HOMO-LUMO gap: 7.23 eV
- DFT total energy: -21990.7676 eV
- Highest occupied orbital energy: -14.13 eV

Atoms and positions in Å:
C: -3.70 9.43 1.55
C: 1.14 -4.73 -0.97
C: -2.31 9.50 1.43
C: 2.00 -2.96 1.78
C: 0.42 -3.37 -2.79
N: 2.37 -3.22 0.61
N: 1.29 -4.30 -2.17
N: 0.38 -5.24 -0.21
O: -4.79 9.32 1.59
O: 0.12 -5.28 1.01
I: 2.97 -1.75 -0.60
H: -1.73 9.14 2.29
H: -1.91 10.53 1.38
H: -1.80 8.80 0.75
H: -0.64 -5.88 1.33
H: 1.71 -3.78 2.51
H: 1.98 -1.88 2.22
H: 0.68 -3.21 -3.80
H: 0.23 -2.46 -2.16
H: -0.51 -3.88 -3.07
H: 2.09 -4.77 -2.70